This record from OMol25 describes a structure of composition C20H65AsF6N19O11 at a distorted geometry. The level of theory is ωB97M-V/def2-TZVPD.

```
122
Properties=species:S:1:pos:R:3:mulliken_charge:R:1
As -1.5339 -0.5455 0.9445 2.0046
F -0.9874 1.0674 1.5227 -0.5164
F 0.0255 -1.1980 1.3998 -0.4729
F -2.1323 -2.1288 0.3467 -0.5094
F -3.0954 0.1852 0.4400 -0.4983
F -0.8854 -0.0947 -0.6439 -0.4962
F -2.0657 -0.9027 2.6385 -0.5131
C 7.5631 5.2956 -0.1591 -1.3647
C 7.0278 4.2075 -1.1014 0.6472
C 8.0021 3.0476 -1.3910 -0.6834
O 9.2782 3.4828 -1.7535 -0.3090
C 9.9686 2.5392 -2.5334 -0.7625
N 5.8195 3.6766 -0.5926 -0.7621
H 6.7234 5.9768 -0.0214 0.3640
H 8.3632 5.8095 -0.6917 0.3257
H 7.9863 4.9308 0.7768 0.3087
H 6.7420 4.7454 -2.0054 0.1754
H 7.5073 2.4312 -2.1416 0.3405
H 8.0205 2.4573 -0.4748 0.3357
H 9.4816 2.4008 -3.4986 0.3156
H 10.1520 1.5708 -2.0680 0.3027
H 10.9873 2.8987 -2.6786 0.2627
H 5.0018 4.1771 -0.9102 0.2683
H 5.6581 2.8018 -1.0707 0.2343
C -10.4780 -1.5996 -5.6578 -1.3301
C -10.9975 -0.1060 -5.3306 0.3934
C -10.4289 0.4642 -4.0412 -0.6335
O -10.7244 -0.3626 -3.0243 -0.2853
C -10.3487 -0.0256 -1.7453 -0.7936
N -10.6389 0.6721 -6.4665 -0.7169
H -9.4106 -1.7072 -5.4652 0.2972
H -10.7498 -1.8952 -6.6711 0.4693
H -10.9838 -2.3293 -5.0254 0.3063
H -12.0762 -0.0185 -5.4605 0.1673
H -10.8637 1.4204 -3.7502 0.3744
H -9.3495 0.6122 -4.0739 0.3247
H -10.8666 -0.7288 -1.0931 0.2581
H -10.6723 0.9589 -1.4074 0.3084
H -9.2859 -0.1045 -1.5168 0.3128
H -9.6953 0.9750 -6.2714 0.2864
H -10.5582 -0.0469 -7.1712 0.2616
C 5.7275 -4.7189 9.8590 -1.4682
C 5.3872 -3.4391 9.1269 0.8691
C 4.0966 -3.3628 8.2422 -0.9893
O 3.8876 -2.1556 7.4455 -0.3030
C 2.9915 -1.2876 8.1340 -0.6902
N 5.3623 -2.3860 10.0599 -0.7806
H 5.1646 -4.7278 10.7924 0.4074
H 6.7756 -4.7850 10.1507 0.3524
H 5.4982 -5.5239 9.1607 0.3450
H 6.2300 -3.2713 8.4563 0.1842
H 3.2008 -3.8587 8.6161 0.4214
H 4.2563 -4.1363 7.4911 0.3541
H 2.7579 -0.3744 7.5866 0.2644
H 3.3728 -0.8857 9.0727 0.2764
H 2.0983 -1.8766 8.3419 0.2845
H 6.2641 -2.2914 10.5048 0.2691
H 5.2605 -1.5460 9.5084 0.2008
C 7.3022 -3.4386 2.4044 0.6442
O 8.3018 -4.0244 2.2224 -0.6474
N 7.1490 -2.5270 3.2638 -0.4100
N 6.1858 -3.7145 1.8472 -0.3792
H 6.2511 -2.1493 3.5308 0.2019
H 8.0160 -2.5471 3.7814 0.2336
H 6.1607 -4.2272 0.9774 0.2165
H 5.3494 -3.2321 2.1436 0.1431
C -6.2095 -5.5033 -2.9601 0.6973
O -7.0067 -6.0066 -3.7162 -0.6644
N -5.0643 -5.9754 -2.5830 -0.3781
N -6.1835 -4.2668 -2.6127 -0.3410
H -4.5202 -5.3791 -1.9760 0.1610
H -4.9191 -6.9643 -2.7284 0.2125
H -6.9916 -3.7177 -2.8685 0.1851
H -5.3764 -3.9090 -2.1221 0.1288
C 4.1002 2.3179 -7.0046 0.6250
O 4.0232 2.1631 -8.1943 -0.6579
N 4.6641 3.3503 -6.4875 -0.3855
N 3.4043 1.6285 -6.1865 -0.4130
H 5.2207 3.8847 -7.1392 0.2182
H 4.3593 3.6924 -5.5874 0.1816
H 2.9014 0.9108 -6.6885 0.2315
H 3.0553 1.9832 -5.3076 0.2010
C -4.0926 1.5496 -7.0145 0.6585
O -5.0123 2.0877 -7.4791 -0.6226
N -3.3743 0.7559 -7.7106 -0.3606
N -3.6326 1.7839 -5.8171 -0.3719
H -3.5170 0.6091 -8.6996 0.2020
H -2.6402 0.2994 -7.1883 0.1356
H -2.8220 1.3036 -5.4534 0.1511
H -3.9331 2.5984 -5.3010 0.2072
C 0.3813 -4.5739 -5.7726 0.5980
O 1.5910 -4.5588 -5.5416 -0.6710
N -0.1903 -5.6120 -6.3074 -0.4228
N -0.4663 -3.6346 -5.6557 -0.4512
H 0.4966 -6.3524 -6.3162 0.2358
H -1.1552 -5.5578 -6.6006 0.1924
H -1.4248 -3.8567 -5.4279 0.2450
H -0.1018 -2.9508 -5.0079 0.2738
C -4.3750 -5.7591 7.3710 0.6158
O -4.8067 -6.2537 8.4008 -0.6763
N -5.0554 -5.4520 6.3751 -0.3345
N -3.1614 -5.4554 7.0719 -0.3656
H -4.5319 -4.8788 5.7290 0.1840
H -6.0474 -5.3708 6.5467 0.2367
H -2.4096 -5.6069 7.7291 0.2003
H -2.9516 -4.8986 6.2558 0.1400
C 1.4919 6.6830 5.7894 0.6347
O 1.7122 7.4760 6.6680 -0.6521
N 2.3951 5.9786 5.2224 -0.3597
N 0.2789 6.4475 5.2812 -0.3847
H 3.3862 6.1402 5.3302 0.2151
H 2.1980 5.3126 4.4891 0.1662
H 0.1477 5.8330 4.4905 0.1719
H -0.5287 6.8047 5.7714 0.2085
C -1.2598 7.4533 -1.0680 0.6714
O -0.6757 6.6691 -1.7565 -0.6640
N -2.0839 7.1299 -0.1714 -0.3834
N -1.0940 8.7172 -1.0706 -0.3899
H -2.4936 7.8239 0.4373 0.1619
H -2.2859 6.1410 -0.1328 0.2323
H -1.5679 9.3942 -0.4899 0.1580
H -0.3723 9.0479 -1.6950 0.2140
```

Computed properties:
- energy above the lowest of the compared OMol25 structures with the same formula, charge and spin (kcal/mol) = 87.27
- HOMO energy (eV) = -7.945
- charge = -1
- strongest force on any atom (hartree/bohr) = 0.16648
- Kohn-Sham gap (Eh) = 0.34148
- electronic energy (Eh) = -5504.15762